1.
DFT (wB97M-V/def2-TZVPD) results for 2 unconnected molecules or ions with the total composition C5H13N at a distorted geometry.

Calculated values
**Highest occupied orbital energy (spin up / spin down)**: -5.6205 / -7.8677 eV
**E_LUMO (spin up / spin down)**: 0.871 / 1.135 eV
**Max |F|**: 0.055 hartree/bohr
**Total energy**: -252.8962 Eh
**Kohn-Sham gap (spin up / spin down)**: 6.49 / 9.00 eV
**Net charge**: 0
**ΔE to the lowest compared entry with this formula, charge and spin**: 104.73 kcal/mol

Structure (XYZ):
```
19
Properties=species:S:1:pos:R:3:forces:R:3:nbo_charge:R:1
C 1.5191 -1.0300 0.7340 0.18 0.13 -0.24 -0.600
N 1.6420 1.9288 -0.9542 1.42 0.67 -1.05 -0.801
C 0.7005 1.0915 -0.4226 0.32 1.46 0.45 -0.053
C 0.9508 -0.3514 -0.5206 -1.43 -1.35 0.18 -0.463
H 1.7503 2.9036 -0.7207 -0.39 -0.26 0.22 0.382
H 2.4730 1.5535 -1.3863 -0.22 -0.11 -0.02 0.371
H 0.0772 1.6547 0.2650 0.13 -0.86 0.17 0.190
H 1.5716 -0.6020 -1.3952 -0.17 0.25 0.15 0.202
H 2.5269 -0.6641 0.9461 -0.07 -0.04 0.15 0.199
H 0.8699 -0.8324 1.5863 0.08 0.03 0.08 0.203
H 1.5622 -2.1101 0.5808 0.07 -0.01 0.06 0.203
C -2.3544 -0.9354 0.5174 0.67 -0.35 -0.21 -0.690
C -1.7379 0.3162 -0.0583 -2.78 0.37 0.21 -0.320
H -2.2145 -1.7883 -0.1528 -0.05 0.00 0.00 0.204
H -3.4369 -0.8536 0.6984 0.17 0.20 -0.06 0.220
H -1.8863 -1.2101 1.4667 -0.08 0.05 0.05 0.206
H -2.0381 0.5500 -1.0808 0.36 -0.14 0.01 0.169
H -1.9056 1.1794 0.5850 0.41 0.02 0.00 0.154
H -0.0698 -0.8003 -0.6880 1.39 -0.06 -0.17 0.225
```
Positions in Å, forces in eV/Å.

2.
DFT (wB97M-V/def2-TZVPD) results for 2 unconnected molecules or ions with the total composition C4H8NO at a distorted geometry.

Calculated values
**Highest occupied orbital energy (spin up / spin down)**: -15.3577 / -14.0661 eV
**E_LUMO (spin up / spin down)**: -5.483 / -5.456 eV
**Max |F|**: 0.110 hartree/bohr
**Total energy**: -286.7204 Eh
**Kohn-Sham gap (spin up / spin down)**: 9.87 / 8.61 eV
**Net charge**: +1
**ΔE to the lowest compared entry with this formula, charge and spin**: 139.34 kcal/mol

Structure (XYZ):
```
14
Properties=species:S:1:pos:R:3:forces:R:3:nbo_charge:R:1
C 0.5940 0.2311 -0.0666 3.58 -1.71 1.54 0.736
C -1.4555 -1.3436 -0.0211 2.02 -0.99 -5.17 -0.169
C -1.9957 -0.0352 -0.3605 -0.28 0.97 -3.07 -0.196
C 1.6345 1.3575 0.0233 -1.44 -0.46 0.16 -0.713
N -0.5520 -0.1938 -0.0798 -0.23 1.05 1.00 -0.360
O 1.7821 -1.7135 0.1587 -1.41 1.80 -0.29 -0.651
H -1.6153 -1.8692 0.8231 -0.37 -0.99 3.25 0.258
H -1.1069 -2.0370 -0.8603 -1.05 0.91 1.02 0.264
H -2.1383 0.2833 -1.4419 0.14 -0.87 1.34 0.260
H -2.6468 0.5220 0.2555 -0.12 0.49 1.25 0.262
H 2.6465 1.1102 0.4621 -1.58 -0.14 -0.29 0.301
H 1.1248 2.2098 0.5166 0.48 -0.42 0.00 0.278
H 1.7762 1.6499 -0.9978 0.32 0.27 -0.76 0.283
H 2.6324 -1.4090 0.5155 -0.04 0.07 0.00 0.446
```
Positions in Å, forces in eV/Å.

3.
DFT (wB97M-V/def2-TZVPD) results for a molecular structure, C35H29BrCl52N4O2S at a distorted geometry.

Calculated values
**Highest occupied orbital energy**: -8.3678 eV
**E_LUMO**: -1.210 eV
**Max |F|**: 0.113 hartree/bohr
**Total energy**: -28622.2472 Eh
**Kohn-Sham gap**: 7.16 eV
**Net charge**: 0

Structure (XYZ):
```
124
Properties=species:S:1:pos:R:3:forces:R:3:lowdin_charge:R:1
C 0.7267 5.4198 -2.3178 0.08 1.17 -0.26 -0.115
O -0.0475 5.3074 -1.0993 0.63 -1.76 -1.02 -0.232
C -0.2875 3.9076 -0.8134 -0.49 -0.49 0.36 -0.220
C -1.8435 3.5977 -0.5146 1.37 0.54 1.37 -0.149
C -1.8468 2.6377 0.7897 -1.17 0.37 -1.76 -0.193
C -1.4840 1.1637 0.3093 0.83 0.01 0.69 -0.137
C -0.3427 0.4619 1.1820 -0.33 0.46 0.12 -0.128
N -0.1332 0.9915 2.4564 2.32 -3.97 -3.20 0.148
C 0.9259 0.2790 3.0622 1.55 0.08 2.76 -0.178
C 1.3505 0.7594 4.4862 2.06 -1.87 0.26 0.003
C 2.4380 0.1149 5.2976 -0.80 -0.56 -3.07 -0.121
C 3.2007 -1.0989 4.7427 -3.07 1.48 -4.13 -0.402
C 2.7967 -1.5675 3.3077 0.43 2.41 1.95 -0.672
Br 3.7304 -3.1332 2.5116 -1.07 1.79 0.94 0.643
C 1.6909 -0.8891 2.4807 0.51 0.37 0.54 -0.277
N 1.4289 -1.3908 1.1858 -2.70 3.20 0.74 0.095
C 0.3923 -0.7169 0.5348 1.28 -0.07 1.36 -0.135
C 0.0306 -1.2738 -0.9226 0.60 -0.92 1.08 -0.116
C 1.3318 -1.5641 -1.8103 0.18 0.32 -0.64 -0.207
C 1.6648 -0.3764 -2.8354 -1.00 -0.94 0.08 -0.243
C 0.7784 -0.4864 -4.1698 0.06 0.07 0.18 -0.211
C 1.6368 -0.8445 -5.4797 -0.28 1.39 0.39 -0.188
C 1.1445 0.0617 -6.7070 0.87 -0.96 -0.13 -0.258
C 0.0060 -0.6031 -7.5994 0.99 2.28 0.19 -0.471
S -1.5290 -1.0721 -6.6651 -0.56 0.05 1.02 0.909
C -2.0739 0.3494 -5.6627 0.11 4.76 -0.62 -0.548
N -2.0147 1.6675 -6.1167 0.02 -3.51 0.60 0.010
N -2.4628 2.5268 -5.1654 -0.82 -4.44 3.69 -0.104
C -2.8114 1.7227 -4.0702 1.14 1.72 -3.81 -0.092
O -2.6065 0.3696 -4.3571 0.55 1.36 -0.77 -0.023
H 1.3602 6.3697 -2.2247 -1.08 -1.22 -0.32 0.052
H -0.0195 5.4973 -3.1750 1.24 -0.10 0.80 0.049
H 1.4567 4.5722 -2.4903 -0.91 0.74 0.33 0.093
H 0.0414 3.2127 -1.6466 -0.18 1.00 0.67 0.107
H 0.3766 3.6607 0.0875 -1.09 0.12 -1.00 0.134
H -2.3707 3.1318 -1.3985 0.61 0.55 0.99 0.076
H -2.3182 4.6026 -0.2632 0.46 -1.35 -0.36 0.120
H -2.9221 2.6317 1.1503 1.47 0.05 0.15 0.109
H -1.1177 3.1077 1.5075 -1.02 -0.88 -0.48 0.100
H -2.3982 0.4914 0.3739 1.04 0.80 -0.26 0.129
H -1.1576 1.2480 -0.7837 -0.35 -0.45 1.53 0.093
H 0.8399 1.6567 4.9632 0.57 -1.37 -0.97 0.108
H 2.7443 0.4873 6.3261 -0.65 -0.40 -1.57 0.112
H 4.0175 -1.6506 5.2833 -1.54 0.38 -0.44 0.058
H -0.7470 -0.6545 -1.4536 1.03 -0.58 0.56 0.097
H -0.4346 -2.3006 -0.7259 0.42 1.44 -0.13 0.074
H 2.2624 -1.7403 -1.1910 -1.38 0.06 -0.30 0.064
H 1.1619 -2.5297 -2.4009 0.20 1.32 0.74 0.118
H 2.7627 -0.4352 -3.0936 -1.26 0.28 0.24 0.057
H 1.4287 0.6024 -2.3023 0.55 -1.10 -0.75 0.093
H 0.2786 0.5355 -4.2943 0.62 -1.40 -0.14 0.097
H -0.0581 -1.2587 -4.0702 1.08 1.08 0.12 0.097
H 2.7047 -0.5211 -5.2540 -1.21 -0.59 -0.37 0.103
H 1.6267 -1.9510 -5.7187 -0.04 1.26 0.25 0.117
H 0.8710 1.0846 -6.3083 0.08 -1.19 -0.62 0.106
H 2.0552 0.1905 -7.3894 -1.33 -0.06 0.69 0.089
H -0.3040 0.1799 -8.3685 0.40 -1.29 0.80 0.075
H 0.4594 -1.5147 -8.1093 -1.20 0.91 0.82 0.051
H -3.2049 2.1948 -3.1304 0.34 -1.44 -1.01 0.125
C 4.6098 -6.7146 0.1883 -0.05 -0.07 0.02 -2.015
Cl 2.9840 -6.9005 0.8754 0.37 0.15 -0.16 0.487
Cl 4.4811 -6.3546 -1.5450 0.02 -0.03 0.24 0.519
Cl 5.4562 -5.3839 1.0069 -0.01 -0.31 -0.20 0.469
Cl 5.5224 -8.2203 0.4139 -0.10 0.21 -0.04 0.521
C 5.1702 1.3808 -1.2871 -0.07 -0.03 0.06 -2.000
Cl 4.9704 1.7195 -3.0189 0.02 -0.04 0.20 0.532
Cl 5.1563 2.9080 -0.3822 -0.03 -0.15 -0.20 0.508
Cl 3.8413 0.3503 -0.7239 0.44 0.25 0.23 0.591
Cl 6.7142 0.5459 -1.0203 -0.21 0.12 -0.26 0.510
C -2.0538 6.8598 -5.2812 -0.03 -0.17 0.18 -1.997
Cl -2.6923 7.6118 -3.8049 0.24 -0.08 -0.13 0.500
Cl -2.9549 7.4545 -6.6962 0.30 -0.09 0.07 0.490
Cl -0.3368 7.2790 -5.4604 -0.19 0.02 -0.04 0.522
Cl -2.2282 5.0960 -5.1705 0.07 0.79 -0.16 0.570
C 0.2616 -3.3870 6.1029 -0.37 -0.06 -0.18 -1.890
Cl 1.1540 -2.4261 4.8907 -1.73 -2.32 1.89 0.674
Cl -1.4189 -3.6292 5.5689 0.66 0.34 0.20 0.453
Cl 1.0500 -4.9650 6.3008 -0.12 0.24 -0.06 0.533
Cl 0.2635 -2.5239 7.6542 0.10 -0.07 -0.52 0.476
C 6.7961 0.7900 3.8283 0.23 0.00 0.07 -1.967
Cl 6.6138 1.1157 2.0962 0.06 -0.13 0.49 0.493
Cl 6.7694 2.3237 4.7231 -0.01 -0.20 -0.09 0.525
Cl 5.4519 -0.2415 4.3771 1.65 1.09 -0.58 0.653
Cl 8.3404 -0.0388 4.1199 -0.15 0.12 -0.05 0.523
C -6.9934 8.8086 -4.3605 0.05 0.00 -0.09 -2.025
Cl -8.0825 9.8554 -5.2935 0.12 -0.13 0.14 0.514
Cl -6.4609 9.6628 -2.8979 -0.06 -0.11 -0.18 0.513
Cl -7.8512 7.3244 -3.8990 0.11 0.19 -0.05 0.514
Cl -5.5801 8.3921 -5.3486 -0.52 0.13 0.21 0.470
C -1.1332 -0.6495 10.9138 -0.12 0.04 0.03 -2.025
Cl 0.5344 -0.9603 10.3844 -0.20 0.09 0.20 0.489
Cl -1.4058 -1.4228 12.4876 0.06 0.09 -0.24 0.521
Cl -1.3896 1.1004 11.0614 0.06 -0.25 -0.03 0.525
Cl -2.2682 -1.3154 9.7238 0.16 0.10 0.21 0.508
C -0.1586 -6.3338 10.1180 -0.03 0.03 -0.01 -2.025
Cl 1.5093 -6.6441 9.5955 -0.21 0.03 0.09 0.509
Cl -0.4381 -7.1053 11.6924 0.04 0.09 -0.21 0.520
Cl -0.4181 -4.5845 10.2615 0.01 -0.34 0.06 0.483
Cl -1.2876 -7.0018 8.9223 0.16 0.11 0.15 0.516
C -0.9417 -5.2906 1.6923 0.08 0.16 0.07 -1.987
Cl -2.5649 -5.4585 2.3916 0.21 0.01 -0.09 0.512
Cl -1.0785 -4.9509 -0.0460 0.00 -0.11 0.16 0.540
Cl -0.0837 -3.9627 2.4911 -0.20 -0.42 -0.39 0.529
Cl -0.0354 -6.7974 1.9314 -0.28 0.11 0.03 0.509
C 2.7127 8.6717 -0.3535 -0.07 0.01 0.06 -2.036
Cl 1.1152 8.5106 0.3946 0.22 -0.01 -0.12 0.532
Cl 2.5199 9.0328 -2.0806 0.05 -0.01 0.20 0.519
Cl 3.6057 9.9890 0.4325 -0.10 -0.18 -0.12 0.517
Cl 3.6116 7.1522 -0.1651 -0.11 0.18 -0.03 0.514
C -5.6289 -5.2196 5.8261 -0.05 0.04 -0.07 -1.999
Cl -6.3315 -4.4950 7.2864 0.11 -0.10 -0.20 0.527
Cl -6.5025 -4.6366 4.3957 0.30 0.13 0.36 0.486
Cl -3.9184 -4.7612 5.7009 -0.86 -0.42 0.19 0.451
Cl -5.7620 -6.9874 5.9196 0.02 0.23 -0.03 0.520
C -8.1136 -7.3709 1.8624 -0.03 -0.01 0.03 -2.024
Cl -8.8116 -6.6396 3.3223 -0.07 -0.28 -0.34 0.491
Cl -8.9909 -6.7898 0.4329 0.12 -0.07 0.20 0.518
Cl -6.4022 -6.9191 1.7288 -0.22 -0.10 -0.03 0.495
Cl -8.2512 -9.1375 1.9630 0.03 0.25 -0.01 0.519
C 2.4339 -0.9871 -11.2372 0.00 0.05 -0.10 -2.022
Cl 2.1451 0.5608 -10.4166 0.04 -0.22 -0.12 0.534
Cl 1.2279 -1.2106 -12.5190 0.18 0.03 0.22 0.524
Cl 4.0595 -0.9854 -11.9474 -0.25 -0.01 0.13 0.524
Cl 2.3020 -2.3152 -10.0635 0.06 0.14 -0.16 0.527
```
Positions in Å, forces in eV/Å.